Formula: C11H35CaO18P3S
Source: the OMol25 dataset
Level of theory: wB97M-V/def2-TZVPD

Results
- calculated total energy (Eh) = -3894.73730
- gap between HOMO and LUMO (eV) = 6.70
- relative energy (zero: lowest compared OMol25 entry of this formula, charge and spin) (kcal/mol) = 0.0
- max |F| (eV Å⁻¹) = 2.23

Structure (XYZ):
```
69
C11H35CaO18P3S, DFT wB97M-V/def2-TZVPD
Ca -12.8176 3.9066 5.1960
S -12.0456 3.9028 2.3544
O -11.6679 5.2150 1.8162
O -13.3954 3.9924 2.9808
O -11.9839 2.8615 1.3356
O -11.2117 3.5953 3.5477
C -15.6056 1.5029 5.5631
O -14.3003 1.8804 5.1476
H -15.5838 0.4883 5.9792
H -15.9041 2.1289 6.4020
H -16.3156 1.5454 4.7379
H -14.0958 1.4101 4.3284
C -15.5769 5.9029 4.7992
O -14.1658 5.8590 4.8795
H -15.9249 5.3235 3.9385
H -15.9886 5.3183 5.6288
H -16.0003 6.9047 4.8462
H -13.7922 6.4172 4.1842
C -12.2567 -0.6169 6.4271
O -11.0300 -0.1172 5.8946
P -10.5315 1.3098 6.4175
O -11.5196 2.3883 6.2012
O -9.1033 1.4744 5.7977
C -8.9466 1.7374 4.3878
O -10.2314 1.0603 7.9744
C -9.4403 -0.0544 8.3513
H -12.0874 -1.6016 6.8679
H -12.9842 -0.7138 5.6235
H -12.6633 0.0172 7.2180
H -8.0465 2.3000 4.1573
H -9.8505 2.2116 3.9942
H -8.8056 0.7775 3.8775
H -8.8374 -0.4827 7.5509
H -10.1064 -0.8355 8.7302
H -8.7534 0.1609 9.1702
C -15.4682 5.2892 9.5130
O -15.4641 3.8834 9.2363
P -14.0806 3.3230 8.6531
O -13.6555 3.7969 7.3250
O -13.0955 3.6591 9.8442
C -11.6786 3.8064 9.5938
O -14.3175 1.7443 8.6550
C -14.4386 1.0535 9.8911
H -16.1816 5.7641 8.8410
H -14.5164 5.8192 9.4826
H -15.8304 5.4332 10.5328
H -11.4564 3.6999 8.5333
H -11.1602 3.0595 10.1916
H -11.3759 4.7951 9.9352
H -13.7664 0.1952 9.9032
H -15.4478 0.6616 10.0399
H -14.2438 1.6773 10.7636
C -9.4124 7.3619 8.9846
O -9.9041 6.3424 8.1142
P -11.1386 6.6674 7.1534
O -11.5674 5.5683 6.2841
O -12.2619 7.1723 8.1769
C -13.2796 8.0674 7.7303
O -10.7748 8.0015 6.3774
C -9.7524 7.9564 5.3818
H -9.7366 8.3554 8.6770
H -8.3231 7.3494 8.9404
H -9.6950 7.1536 10.0152
H -13.3216 8.9533 8.3628
H -14.2584 7.5923 7.7182
H -13.0777 8.4240 6.7206
H -9.2260 7.0031 5.2767
H -8.9543 8.6509 5.6477
H -10.1435 8.1787 4.3926
```